[1]
This record from OMol25 describes a single C3H7NOS2 molecule at a distorted geometry. The level of theory is ωB97M-V/def2-TZVPD.

E_LUMO   0.022 Ha
ΔE to the lowest compared entry with this formula, charge and spin   137.4 kJ/mol
HOMO   -8.60 eV
Gap between HOMO and LUMO   9.196 eV

ORCA input file:
```
! RIJCOSX wB97M-V def2-TZVPD def2/J DEFGRID3
* xyz 0 1
C 2.899 0.421 -0.001
O 1.811 -0.448 0.130
C 0.548 0.163 0.005
S -0.661 -1.147 0.023
C -2.148 -0.240 0.070
N -3.229 -1.076 0.003
S -2.386 1.419 0.035
H 3.696 -0.104 -0.509
H 2.694 1.298 -0.624
H 3.206 0.781 0.945
H 0.380 0.889 0.864
H 0.521 0.771 -0.937
H -3.191 -2.095 -0.052
H -4.141 -0.634 0.047
*
```

[2]
This record from OMol25 describes a molecular structure, C29H80AgN7O8 at a distorted geometry. The level of theory is ωB97M-V/def2-TZVPD.

E_LUMO   -0.249 Ha
ΔE to the lowest compared entry with this formula, charge and spin   301.8 kJ/mol
HOMO   -10.10 eV
⟨S²⟩   0.754
Gap between HOMO and LUMO   3.330 eV

ORCA input file:
```
! RIJCOSX wB97M-V def2-TZVPD def2/J DEFGRID3
* xyz 1 2
Ag 4.266 5.037 -3.885
C 1.176 0.310 -0.599
O 1.631 1.488 -1.331
H 0.105 0.196 -0.764
H 1.575 -0.603 -1.042
H 1.425 0.270 0.461
C 7.678 -5.627 -3.355
C 6.895 -5.009 -4.521
C 7.849 -4.848 -5.814
O 7.133 -4.431 -6.970
C 7.954 -4.036 -8.103
N 5.853 -5.916 -4.914
H 7.985 -6.651 -3.569
H 7.138 -5.616 -2.408
H 8.601 -5.062 -3.227
H 6.368 -4.072 -4.340
H 8.256 -5.822 -6.085
H 8.790 -4.316 -5.677
H 7.337 -3.614 -8.898
H 8.436 -4.933 -8.491
H 8.619 -3.252 -7.740
H 5.091 -5.796 -4.263
H 5.525 -5.610 -5.819
C -6.701 -0.319 6.817
C -8.029 -0.817 6.188
C -7.722 -1.516 4.871
O -7.137 -0.601 3.958
C -6.584 -1.246 2.868
N -8.735 -1.726 7.083
H -6.009 -1.160 6.862
H -6.821 -0.081 7.874
H -6.229 0.439 6.192
H -8.656 0.047 5.966
H -8.601 -1.990 4.432
H -7.084 -2.382 5.045
H -6.133 -0.511 2.201
H -7.357 -1.753 2.292
H -5.803 -1.958 3.134
H -8.880 -1.212 7.940
H -9.650 -1.978 6.736
C -9.850 -3.624 -5.447
C -8.860 -2.894 -6.288
C -7.499 -2.420 -5.581
O -6.575 -1.806 -6.493
C -5.429 -1.231 -5.850
N -8.418 -3.937 -7.277
H -10.040 -2.989 -4.581
H -9.442 -4.542 -5.023
H -10.791 -3.800 -5.967
H -9.328 -2.022 -6.746
H -6.982 -3.206 -5.031
H -7.790 -1.666 -4.850
H -4.751 -0.960 -6.659
H -4.864 -1.953 -5.260
H -5.768 -0.408 -5.222
H -8.343 -4.823 -6.797
H -7.465 -3.706 -7.518
C -0.745 -1.654 11.500
C 0.507 -2.266 10.948
C 0.599 -2.319 9.415
O -0.364 -3.230 8.833
C -0.242 -3.370 7.409
N 1.575 -1.376 11.543
H -0.770 -1.546 12.585
H -1.516 -2.360 11.189
H -0.911 -0.680 11.040
H 0.720 -3.274 11.306
H 1.600 -2.628 9.113
H 0.499 -1.354 8.918
H -1.130 -3.769 6.919
H 0.639 -3.948 7.130
H -0.108 -2.397 6.936
H 1.420 -0.440 11.198
H 2.468 -1.730 11.230
C -1.348 5.401 -6.950
C 0.019 4.932 -6.530
C 0.838 4.398 -7.704
O 2.049 3.836 -7.129
C 2.039 2.421 -7.226
N 0.745 6.036 -5.834
H -1.292 6.098 -7.786
H -1.910 5.863 -6.138
H -2.022 4.598 -7.249
H -0.168 4.067 -5.895
H 1.014 5.241 -8.373
H 0.134 3.749 -8.225
H 2.804 1.938 -6.617
H 2.156 2.107 -8.263
H 1.159 2.020 -6.723
H 0.086 6.494 -5.221
H 0.766 6.777 -6.520
C 7.373 -1.645 3.893
C 8.291 -0.587 3.263
C 9.771 -1.075 3.386
O 9.929 -2.263 2.521
C 11.257 -2.646 2.377
N 7.889 -0.447 1.899
H 7.541 -1.678 4.969
H 7.582 -2.648 3.522
H 6.320 -1.523 3.639
H 8.285 0.332 3.849
H 9.940 -1.433 4.402
H 10.542 -0.316 3.258
H 11.691 -3.068 3.284
H 11.895 -1.802 2.116
H 11.170 -3.288 1.501
H 7.950 -1.364 1.479
H 6.915 -0.189 1.824
C -2.130 6.497 2.450
C -2.653 7.093 1.195
C -1.816 8.211 0.550
O -2.223 8.615 -0.729
C -3.268 9.589 -0.796
N -2.807 5.964 0.275
H -2.110 7.302 3.185
H -1.213 5.931 2.286
H -2.882 5.807 2.834
H -3.644 7.541 1.258
H -0.839 7.807 0.284
H -1.799 9.024 1.275
H -3.024 10.534 -0.312
H -4.104 9.226 -0.198
H -3.687 9.747 -1.790
H -1.934 5.466 0.379
H -2.880 6.316 -0.669
*
```

[3]
This record from OMol25 describes a gas-phase ion, C7H14N3 (charge +1) at a distorted geometry. The level of theory is ωB97M-V/def2-TZVPD.

E_LUMO   -0.169 Ha
ΔE to the lowest compared entry with this formula, charge and spin   495.4 kJ/mol
HOMO   -13.93 eV
Gap between HOMO and LUMO   9.338 eV

ORCA input file:
```
! RIJCOSX wB97M-V def2-TZVPD def2/J DEFGRID3
* xyz 1 1
C 2.151 -0.681 0.009
C 0.680 -0.979 -0.172
N -0.136 -0.004 0.415
C -0.089 0.476 1.640
C 0.110 -0.238 2.759
N 0.125 -1.484 2.457
N 0.074 -2.375 1.744
C -0.970 0.813 -0.587
C -1.909 -0.121 -1.462
C -0.093 1.631 -1.533
H 2.291 -0.283 1.037
H 2.622 -1.676 0.069
H 2.412 -0.056 -0.786
H 0.550 -1.950 0.356
H 0.337 -1.139 -1.186
H -0.456 1.574 1.781
H -0.088 0.108 3.755
H -1.323 1.606 0.024
H -2.588 -0.632 -0.836
H -2.637 0.486 -2.128
H -1.447 -0.812 -2.065
H 0.418 1.284 -2.533
H 0.705 1.990 -0.950
H -0.739 2.461 -1.805
*
```

[4]
This record from OMol25 describes 5 unconnected molecules or ions with the total composition C18H30N2O15S. The level of theory is ωB97M-V/def2-TZVPD.

E_LUMO   0.007 Ha
HOMO   -9.47 eV
Gap between HOMO and LUMO   9.653 eV

ORCA input file:
```
! RIJCOSX wB97M-V def2-TZVPD def2/J DEFGRID3
* xyz 0 1
C -1.724 -0.525 -0.590
C -0.581 -1.510 -0.463
O -0.575 -2.239 0.773
C -0.324 -1.466 1.885
O 0.957 -0.812 1.767
C 0.946 0.504 2.142
O 0.382 1.352 1.513
N 1.701 0.684 3.311
S 1.325 2.093 4.213
C 3.143 0.333 3.163
N 3.800 0.872 2.004
C 3.852 0.034 0.811
H -1.775 0.142 0.271
H -1.562 0.111 -1.459
H -2.681 -1.035 -0.706
H -0.662 -2.276 -1.235
H 0.386 -1.018 -0.597
H -1.083 -0.691 2.033
H -0.291 -2.126 2.749
H 0.675 1.451 5.195
H 3.611 0.687 4.081
H 3.218 -0.755 3.136
H 3.457 1.798 1.782
H 4.678 0.352 0.174
H 2.933 0.038 0.212
H 4.050 -0.995 1.115
O -2.992 3.040 -3.338
C -2.572 3.423 -2.292
O -1.852 2.671 -1.435
C -1.317 3.519 -0.407
C -2.282 4.691 -0.441
O -2.737 4.670 -1.802
H -1.291 2.976 0.532
H -0.303 3.806 -0.689
H -3.142 4.543 0.213
H -1.822 5.652 -0.233
O -2.281 -0.872 6.343
C -2.811 -1.655 5.626
O -2.321 -2.050 4.426
C -3.099 -3.153 3.946
C -4.408 -2.961 4.693
O -3.983 -2.279 5.879
H -3.188 -3.089 2.864
H -2.595 -4.080 4.220
H -5.104 -2.318 4.153
H -4.902 -3.888 4.969
O 1.902 -5.047 -3.712
C 2.272 -4.569 -2.692
O 3.069 -5.190 -1.788
C 3.478 -4.236 -0.803
C 2.383 -3.189 -0.901
O 1.958 -3.323 -2.261
H 3.540 -4.722 0.166
H 4.457 -3.843 -1.083
H 1.538 -3.403 -0.245
H 2.729 -2.174 -0.723
O 2.415 3.451 -7.144
C 1.337 3.341 -6.659
O 0.968 3.876 -5.470
C -0.450 3.732 -5.325
C -0.749 2.562 -6.244
O 0.303 2.666 -7.211
H -0.697 3.538 -4.287
H -0.933 4.653 -5.653
H -0.662 1.602 -5.733
H -1.711 2.626 -6.742
*
```

[5]
This record from OMol25 describes a molecular structure, C26H38CrN5OPS. The level of theory is ωB97M-V/def2-TZVPD.

E_LUMO (spin up / spin down)   0.014 / -0.007 Ha
ΔE to the lowest compared entry with this formula, charge and spin   0.0 kJ/mol
HOMO (spin up / spin down)   -5.57 / -7.52 eV
⟨S²⟩   6.097
Gap between HOMO and LUMO (spin up / spin down)   5.963 / 7.316 eV

ORCA input file:
```
! RIJCOSX wB97M-V def2-TZVPD def2/J DEFGRID3
* xyz 0 5
Cr 0.176 0.696 1.535
N -3.969 0.594 2.909
C -2.669 0.877 2.552
S -1.459 -0.332 2.920
N -2.478 2.016 1.949
N -1.163 2.175 1.563
C -0.790 3.357 1.106
C -1.706 4.496 0.899
C -2.562 4.952 1.898
C -3.392 6.037 1.667
C -3.397 6.674 0.432
C -2.558 6.217 -0.574
C -1.720 5.136 -0.339
C 0.617 3.455 0.827
C 1.292 4.650 0.516
C 2.655 4.649 0.389
C 3.373 3.453 0.566
C 2.672 2.318 0.872
N 1.329 2.303 1.000
H -4.083 -0.078 3.650
H -4.579 1.394 2.946
H -2.574 4.452 2.858
H -4.044 6.385 2.459
H -4.052 7.516 0.255
H -2.557 6.694 -1.545
H -1.074 4.776 -1.131
H 0.726 5.564 0.403
H 3.176 5.572 0.169
H 4.449 3.416 0.484
H 3.169 1.372 1.044
C 2.233 -3.455 -2.519
C 2.309 -2.650 -1.215
C 3.110 -1.358 -1.470
C 3.147 -3.454 -0.202
P 0.636 -2.202 -0.486
N 0.817 -0.968 0.529
C -0.509 -1.527 -1.795
C -1.116 -2.603 -2.706
C 0.263 -0.525 -2.670
C -1.650 -0.706 -1.161
C -0.111 -3.660 0.396
C -1.588 -3.402 0.735
C 0.597 -3.839 1.750
C -0.031 -4.963 -0.411
H 3.252 -3.752 -2.782
H 1.843 -2.872 -3.352
H 1.645 -4.367 -2.430
H 4.117 -1.661 -1.764
H 3.195 -0.753 -0.571
H 2.706 -0.746 -2.269
H 4.153 -3.532 -0.622
H 2.785 -4.468 -0.053
H 3.226 -2.945 0.756
H -0.373 -3.243 -3.174
H -1.657 -2.093 -3.507
H -1.834 -3.233 -2.184
H 0.980 -1.000 -3.335
H 0.776 0.226 -2.070
H -0.470 -0.008 -3.294
H -2.322 -1.277 -0.534
H -2.234 -0.292 -1.987
H -1.279 0.130 -0.568
H -1.732 -2.476 1.295
H -1.912 -4.227 1.374
H -2.231 -3.403 -0.141
H 0.558 -2.934 2.353
H 1.635 -4.141 1.663
H 0.060 -4.621 2.293
H -0.540 -4.895 -1.371
H -0.541 -5.735 0.171
H 0.985 -5.308 -0.581
O 2.663 -1.181 2.000
C 1.630 -0.663 1.633
*
```

[6]
This record from OMol25 describes a single C3H3ClF2 molecule at a distorted geometry. The level of theory is ωB97M-V/def2-TZVPD.

E_LUMO   0.035 Ha
ΔE to the lowest compared entry with this formula, charge and spin   28.3 kJ/mol
HOMO   -10.42 eV
Gap between HOMO and LUMO   11.357 eV

ORCA input file:
```
! RIJCOSX wB97M-V def2-TZVPD def2/J DEFGRID3
* xyz 0 1
F 2.012 0.883 0.102
C 0.656 0.947 0.323
F 0.143 2.199 0.244
C -0.054 -0.093 -0.532
C -0.780 -1.035 0.037
Cl -1.548 -2.250 -0.991
H 0.523 0.652 1.361
H 0.088 -0.159 -1.612
H -1.040 -1.144 1.067
*
```

[7]
This record from OMol25 describes a molecular structure, C26H27IrN3S5 at a distorted geometry. The level of theory is ωB97M-V/def2-TZVPD.

E_LUMO (spin up / spin down)   -0.196 / -0.196 Ha
ΔE to the lowest compared entry with this formula, charge and spin   333.2 kJ/mol
HOMO (spin up / spin down)   -10.65 / -10.74 eV
Gap between HOMO and LUMO (spin up / spin down)   5.327 / 5.408 eV

ORCA input file:
```
! RIJCOSX wB97M-V def2-TZVPD def2/J DEFGRID3
* xyz 1 1
Ir 0.136 -0.992 0.437
C -1.098 4.422 -0.984
C 0.118 3.621 -0.514
S -0.189 2.043 0.315
C -1.208 2.477 1.738
C -2.741 2.654 1.513
S -3.461 1.540 0.276
C -4.506 2.636 -0.698
C -3.819 3.843 -1.359
S -2.199 3.533 -2.116
H -0.726 5.307 -1.501
H -1.677 4.769 -0.130
H 0.717 4.229 0.165
H 0.751 3.358 -1.363
H -0.799 3.395 2.165
H -1.022 1.678 2.458
H -2.958 3.677 1.210
H -3.247 2.490 2.465
H -5.339 2.990 -0.091
H -4.914 1.973 -1.462
H -3.702 4.664 -0.652
H -4.473 4.210 -2.150
S -3.903 -2.783 1.375
C -2.641 -1.642 1.318
N -1.742 -1.823 0.390
C -2.026 -2.984 -0.364
C -1.279 -3.483 -1.425
C -1.716 -4.628 -2.054
C -2.887 -5.275 -1.645
C -3.633 -4.790 -0.592
C -3.184 -3.634 0.044
H -2.612 -0.813 2.002
H -0.363 -2.992 -1.735
H -1.144 -5.035 -2.877
H -3.212 -6.169 -2.162
H -4.533 -5.293 -0.265
S 2.040 -5.000 0.227
C 1.308 -3.683 0.732
N 0.783 -2.690 1.137
C 4.119 -0.835 3.853
C 4.568 -1.437 2.678
C 3.883 -1.250 1.495
C 2.719 -0.463 1.490
C 2.255 0.119 2.677
C 2.967 -0.057 3.849
N 1.945 -0.322 0.345
C 2.587 -0.088 -0.892
C 3.892 0.426 -0.952
C 4.504 0.624 -2.172
C 3.835 0.334 -3.355
C 2.520 -0.121 -3.320
C 1.890 -0.311 -2.106
H 4.664 -0.984 4.776
H 5.454 -2.057 2.690
H 4.199 -1.752 0.588
H 1.367 0.735 2.643
H 2.627 0.414 4.762
H 4.406 0.688 -0.036
H 5.511 1.019 -2.204
H 4.332 0.481 -4.307
H 1.988 -0.319 -4.240
H 0.872 -0.643 -2.086
*
```

[8]
This record from OMol25 describes a molecular structure, C29H45FP2Y at a distorted geometry. The level of theory is ωB97M-V/def2-TZVPD.

E_LUMO   -0.104 Ha
ΔE to the lowest compared entry with this formula, charge and spin   0.0 kJ/mol
HOMO   -10.49 eV
Gap between HOMO and LUMO   7.670 eV

ORCA input file:
```
! RIJCOSX wB97M-V def2-TZVPD def2/J DEFGRID3
* xyz 1 1
Y -0.076 0.224 -0.148
C -0.945 -1.829 1.111
C 0.371 -2.161 0.633
C 0.595 -0.590 2.317
C -0.795 -0.866 2.158
C 1.320 -1.366 1.362
C -2.220 -2.458 0.689
H -2.166 -2.816 -0.345
H -3.051 -1.745 0.768
H -2.470 -3.320 1.326
C -1.878 -0.295 2.998
H -2.855 -0.696 2.708
H -1.921 0.804 2.922
H -1.710 -0.540 4.057
C 1.184 0.274 3.372
H 1.107 -0.215 4.357
H 0.665 1.243 3.446
H 2.248 0.472 3.184
C 2.798 -1.446 1.261
H 3.214 -2.145 2.004
H 3.256 -0.466 1.448
H 3.112 -1.790 0.268
C 0.707 -3.197 -0.373
H 0.939 -4.156 0.112
H 1.588 -2.918 -0.965
H -0.125 -3.378 -1.064
C -1.728 1.464 -6.249
C -1.881 0.134 -6.395
C -1.081 -0.729 -7.320
C 0.373 -0.264 -7.556
C 1.121 0.184 -6.338
C 1.294 1.472 -5.973
C 0.551 2.632 -6.558
C -0.859 2.331 -7.106
H -1.581 -0.806 -8.301
H 0.378 0.508 -8.336
H -1.059 -1.759 -6.938
H -0.776 1.940 -8.128
H -2.429 2.020 -5.621
H -2.759 -0.356 -5.946
H -1.376 3.297 -7.227
H 0.466 3.420 -5.797
H 2.105 1.763 -5.290
H 1.146 3.086 -7.367
H 0.924 -1.109 -8.004
H 1.659 -0.625 -5.833
P -1.476 0.417 -2.523
C -2.900 1.474 -2.888
C -1.553 -1.108 -3.518
P 1.627 0.974 -2.218
C 0.039 1.323 -3.190
C 2.576 -0.183 -3.250
C 2.553 2.538 -2.222
H -2.877 2.339 -2.208
H -3.824 0.912 -2.691
H -2.926 1.847 -3.919
H -1.499 -0.910 -4.591
H -2.504 -1.621 -3.311
H -0.733 -1.797 -3.273
H 2.621 2.971 -3.231
H 3.566 2.353 -1.830
H 2.058 3.257 -1.551
H -0.147 2.408 -3.193
H 0.171 1.003 -4.231
H 3.593 -0.262 -2.842
H 2.639 0.134 -4.294
H 2.121 -1.180 -3.207
F -0.998 6.164 2.445
C -0.803 4.889 1.968
C 0.502 4.421 1.865
C 0.688 3.125 1.329
C -0.406 2.382 0.920
C -1.697 2.853 1.074
C -1.919 4.146 1.598
H 1.348 5.027 2.182
H 1.705 2.726 1.256
H -2.562 2.239 0.797
H -2.924 4.548 1.709
*
```